Entry from OMol25: a structure of composition C17H44N3O24S4V2 at a distorted geometry (the ωB97M-V functional and the def2-TZVPD basis).

Summary:
* molecular weight: 904.69 g/mol
* Kohn-Sham gap: 0.266 hartree
* total charge: +1
* LUMO: -5.70 eV

Cartesian coordinates (Å):
O -0.849 -0.249 3.117
V -2.162 -0.725 2.385
O -2.557 -2.131 2.969
O -3.992 2.170 0.302
V -2.872 2.662 1.270
O -3.262 4.104 1.794
C -0.284 0.193 -1.233
C -0.997 -0.104 0.034
O -1.639 0.834 0.608
O -1.020 -1.272 0.509
H 0.483 0.943 -1.036
H -0.982 0.659 -1.933
H 0.196 -0.677 -1.667
O -0.972 3.632 -2.664
S -0.721 4.122 -1.365
O -1.563 3.779 -0.267
O 0.716 3.708 -0.911
C 1.756 3.517 -1.917
C 2.981 3.024 -1.190
C -0.586 5.861 -1.419
H 2.052 4.478 -2.348
H 1.385 2.856 -2.695
H 2.843 2.054 -0.711
H 3.250 3.756 -0.429
H 3.756 2.917 -1.941
H -1.570 6.248 -1.671
H 0.183 6.115 -2.138
H -0.338 6.199 -0.413
O -5.989 -2.271 -0.191
S -4.608 -1.990 -0.213
O -3.986 -1.333 0.911
O -3.812 -3.320 -0.472
C -4.523 -4.545 -0.195
C -3.537 -5.702 -0.197
C -4.166 -1.119 -1.672
H -5.305 -4.713 -0.933
H -5.027 -4.503 0.770
H -2.614 -5.437 -0.714
H -3.915 -6.524 -0.807
H -3.315 -6.066 0.801
H -4.643 -0.143 -1.608
H -4.571 -1.659 -2.525
H -3.086 -1.103 -1.770
O -0.802 3.039 2.286
S 0.595 3.392 2.318
O 1.072 4.530 1.648
O 0.975 3.603 3.836
C 0.435 2.694 4.814
C 0.838 3.184 6.194
C 1.566 1.992 1.881
H 0.777 1.665 4.680
H -0.655 2.659 4.766
H 0.275 4.039 6.553
H 1.894 3.457 6.185
H 0.711 2.347 6.883
H 2.590 2.255 2.138
H 1.545 1.896 0.801
H 1.203 1.125 2.418
O 5.200 -1.583 0.825
S 4.125 -1.076 1.578
O 3.100 -0.280 0.969
O 3.394 -2.321 2.237
C 1.977 -2.261 2.186
C 1.395 -3.393 3.004
C 4.685 -0.201 2.988
H 1.565 -2.321 1.174
H 1.571 -1.309 2.539
H 1.432 -3.208 4.074
H 1.820 -4.338 2.677
H 0.330 -3.396 2.761
H 3.838 0.195 3.538
H 5.287 0.604 2.564
H 5.311 -0.834 3.608
C -0.395 -3.740 -1.367
N -0.959 -3.202 -2.632
O -2.102 -3.475 -2.889
O -0.229 -2.554 -3.363
H -0.107 -4.769 -1.548
H -1.155 -3.637 -0.602
H 0.451 -3.117 -1.100
C 3.393 -1.582 -2.442
N 3.010 -1.256 -3.845
O 2.854 -2.159 -4.607
O 2.860 -0.084 -4.124
H 3.755 -0.709 -1.928
H 4.157 -2.353 -2.490
H 2.496 -2.052 -2.039
C -0.248 0.073 -5.220
N -1.683 -0.047 -4.852
O -2.091 0.656 -3.934
O -2.362 -0.804 -5.492
H 0.367 -0.299 -4.417
H -0.057 1.141 -5.291
H -0.140 -0.436 -6.164

Entry from OMol25: a cluster of 3 separate species, C17H45BrN9O2P2S in total at a distorted geometry (the ωB97M-V functional and the def2-TZVPD basis).

Summary:
* molecular weight: 581.53 g/mol
* Kohn-Sham gap: 0.239 hartree
* total charge: +1
* LUMO: -3.27 eV

Cartesian coordinates (Å):
N 4.529 4.012 4.380
C 3.455 4.894 4.882
C 2.400 5.155 3.782
C 1.131 4.425 4.094
C -0.028 4.891 4.602
N -0.865 3.780 4.739
S -2.456 3.890 5.386
C -0.224 2.698 4.322
Br -0.832 0.970 4.314
N 0.991 3.057 3.917
H 5.222 3.954 5.121
H 4.149 3.069 4.357
H 3.853 5.819 5.289
H 2.962 4.380 5.716
H 2.776 4.858 2.804
H 2.119 6.207 3.745
H -0.266 5.900 4.881
H -3.123 3.716 4.234
H 1.709 2.443 3.561
O 2.286 -2.654 3.491
P 1.458 -2.852 2.259
N 0.074 -3.685 2.854
C 0.099 -5.102 3.177
C -0.639 -2.915 3.851
N 2.509 -3.793 1.321
C 2.139 -5.009 0.629
C 3.913 -3.832 1.725
N 0.642 -2.266 0.824
C 0.944 -0.856 0.548
C -0.759 -2.521 0.521
H -0.921 -5.443 3.366
H 0.722 -5.333 4.050
H 0.452 -5.692 2.335
H -0.906 -1.932 3.437
H -0.041 -2.750 4.757
H -1.571 -3.405 4.135
H 2.201 -5.884 1.286
H 2.812 -5.181 -0.214
H 1.134 -4.950 0.208
H 4.090 -4.537 2.546
H 4.255 -2.853 2.045
H 4.526 -4.130 0.874
H 0.426 -0.191 1.255
H 0.650 -0.575 -0.464
H 2.020 -0.675 0.634
H -1.444 -2.000 1.202
H -0.993 -3.580 0.532
H -0.982 -2.172 -0.492
O -2.114 -0.741 -2.949
P -1.930 0.463 -3.850
N -3.395 0.381 -4.756
C -3.642 -0.684 -5.711
C -4.568 0.674 -3.949
N -0.535 -0.163 -4.640
C -0.384 -0.326 -6.070
C 0.234 -1.180 -3.933
N -1.480 2.028 -4.570
C -1.014 3.000 -3.569
C -2.286 2.715 -5.574
H -4.539 -0.445 -6.285
H -3.772 -1.666 -5.236
H -2.839 -0.757 -6.440
H -4.464 1.657 -3.472
H -4.729 -0.068 -3.157
H -5.460 0.715 -4.574
H -0.806 -1.277 -6.414
H 0.676 -0.319 -6.340
H -0.843 0.490 -6.627
H -0.210 -2.179 -4.027
H 0.311 -0.947 -2.875
H 1.249 -1.213 -4.334
H -1.836 3.397 -2.963
H -0.505 3.836 -4.051
H -0.294 2.522 -2.897
H -3.238 3.098 -5.192
H -2.485 2.073 -6.426
H -1.703 3.565 -5.940

Entry from OMol25: a cluster of 5 separate species, C17H45N2O6 in total at a distorted geometry (the ωB97M-V functional and the def2-TZVPD basis).

Summary:
* molecular weight: 373.55 g/mol
* Kohn-Sham gap: 0.350 hartree
* total charge: +1
* LUMO: -2.87 eV

Cartesian coordinates (Å):
C -1.017 -2.423 -0.100
C 0.266 -2.945 -0.943
C 0.433 -4.507 -0.526
C 1.521 -2.179 -0.304
C 2.923 -2.468 -1.015
C 1.164 -0.618 -0.173
O 2.391 0.173 -0.239
N 2.331 1.279 0.569
C 3.201 1.146 1.814
C 2.582 0.139 2.896
C 3.326 -1.299 2.917
N 4.795 -1.425 2.724
O 2.665 -2.323 3.141
H -1.387 -1.410 -0.473
H -1.828 -3.212 -0.032
H -0.619 -2.282 0.971
H 0.142 -2.807 -2.062
H -0.598 -4.988 -0.602
H 1.223 -5.041 -1.146
H 0.750 -4.573 0.564
H 1.618 -2.578 0.770
H 3.081 -3.597 -0.984
H 3.034 -2.026 -2.062
H 3.759 -2.018 -0.369
H 0.443 -0.263 -0.988
H 0.630 -0.477 0.835
H 1.365 1.596 0.793
H 2.765 2.057 0.026
H 4.215 0.763 1.450
H 3.308 2.201 2.248
H 1.456 0.021 2.835
H 2.816 0.594 3.927
H 4.925 -1.422 1.696
H 5.252 -0.590 3.122
C -2.447 1.587 0.366
C -1.718 1.605 1.695
O -0.754 2.652 1.709
H -1.741 1.445 -0.457
H -3.185 0.783 0.340
H -2.955 2.538 0.189
H -1.195 0.659 1.856
H -2.415 1.758 2.523
H -1.230 3.487 1.575
C -4.672 6.116 3.116
C -3.249 5.765 2.731
O -3.196 4.448 2.185
H -5.058 5.402 3.848
H -4.725 7.120 3.541
H -5.332 6.067 2.245
H -2.599 5.793 3.606
H -2.861 6.470 1.988
H -3.767 4.432 1.406
C 3.859 0.135 -5.396
C 3.631 -0.200 -3.936
O 4.533 -1.218 -3.516
H 3.721 -0.752 -6.019
H 3.167 0.912 -5.732
H 4.883 0.483 -5.558
H 2.613 -0.567 -3.783
H 3.778 0.684 -3.305
H 5.430 -0.883 -3.646
C -5.530 -2.391 -2.376
C -4.809 -2.361 -1.043
O -3.854 -1.304 -1.021
H -4.818 -2.527 -3.193
H -6.261 -3.201 -2.406
H -6.047 -1.444 -2.557
H -4.277 -3.300 -0.875
H -5.516 -2.213 -0.220
H -4.335 -0.479 -1.162